Molecular formula: C3H3FN2OS
Method: DFT, the ωB97M-V functional and the def2-TZVPD basis

As for the total energy: -21737.774 eV. The value obtained for the largest force on an atom is 6.44 eV Å⁻¹. The calculation puts the gap between HOMO and LUMO at 0.3252 hartree. Its SMILES is Nc1nc(F)c(S)o1.

Each line ends with the natural charge from an NBO analysis.
Geometry (Å):
C: -0.518 0.006 0.666  0.676
C: 0.141 -1.142 -0.942  0.523
C: 0.883 0.042 -1.042  -0.173
H: -2.421 0.055 1.922  0.426
H: -1.189 1.252 1.879  0.364
H: 2.686 1.243 -0.977  0.134
N: -1.263 0.327 1.793  -0.798
N: -0.614 -1.247 0.160  -0.539
O: 0.247 0.785 0.025  -0.422
F: 0.244 -2.361 -1.477  -0.294
S: 1.803 1.040 -2.007  0.102

Forces on the atoms, in the same order (eV/Å):
C -3.5189 -5.3734 0.5308
C 1.6177 -1.2731 0.9365
C -3.3504 -1.8827 1.3153
H 4.8568 0.5379 -1.1940
H 0.0912 4.6947 1.1772
H -0.0025 0.0779 -0.8616
N -3.2154 -3.4114 -0.3047
N -0.2595 3.2016 0.6964
O 1.2972 1.9612 -0.2434
F 0.8321 0.8468 -1.5515
S 1.6516 0.6203 -0.5010